Version a
ORCA calculation (the ωB97M-V functional and the def2-TZVPD basis) on a cluster of 15 separate species, H30O15 in total.

## Properties
LUMO: -0.171 eV
Gap between HOMO and LUMO: 9.609 eV
HOMO: -9.78 eV

```
! RIJCOSX wB97M-V def2-TZVPD def2/J DEFGRID3
* xyz 0 1
H 0.50075 -0.78915 -0.84871
H 0.35737 0.43285 0.02694
H 0.28656 0.94964 3.72660
H 1.03919 2.07514 4.58945
H -1.84121 1.25227 -1.42563
H -0.86237 0.68234 -2.36509
H -2.89031 3.54282 -0.23108
H -1.80950 2.71730 0.51240
H 4.78779 -0.30168 -0.81238
H 6.17646 -0.08802 -1.49102
H 2.50504 -0.54873 1.60200
H 3.54296 0.25497 0.78199
H -1.27109 -0.02839 2.11122
H -0.57228 -1.08440 1.25564
H -2.83506 -3.24561 2.19576
H -3.75065 -2.63438 1.12515
H 4.14886 -1.65050 -1.79708
H 2.97247 -2.14078 -1.07274
H -1.07055 -0.92071 -0.32086
H -0.81054 -1.71688 -1.63118
H -0.73931 4.41517 0.27438
H -1.91496 5.24913 -0.09176
H -4.71020 2.14933 -1.83792
H -3.58688 1.18158 -1.81182
H 4.11309 1.68061 0.13210
H 4.18257 2.45696 -1.12076
H -0.79676 -4.16959 1.12132
H -0.41709 -3.16744 2.20681
H -1.81155 -3.31157 -2.48151
H -2.57434 -1.88837 -2.65500
O 0.64728 -0.53414 0.01415
O 0.93475 1.59181 3.74650
O -1.08122 1.48913 -1.87107
O -2.36083 2.73536 -0.33515
O 5.19022 -0.06862 -1.61356
O 3.42951 -0.24643 1.52602
O -0.45233 -0.60556 2.16541
O -2.90286 -2.94272 1.26196
O 3.24370 -2.00478 -1.93940
O -0.85208 -1.81528 -0.67981
O -1.66181 4.48095 0.45323
O -4.44338 1.24408 -1.51041
O 3.61444 1.83065 -0.65643
O -1.09144 -3.72747 1.93464
O -2.56237 -2.78091 -2.16328
*
```

Mulliken atomic charge list, values in e, 5 entries: number 1, H, carries 0.303; number 2, H, carries 0.322; number 3, H, carries 0.304; number 4, H, carries 0.284; number 5, H, carries 0.230

Version b
ORCA calculation (the ωB97M-V functional and the def2-TZVPD basis) on a cluster of 15 separate species, H30O15 in total.

## Properties
LUMO: -0.846 eV
Gap between HOMO and LUMO: 8.640 eV
HOMO: -9.49 eV

```
! RIJCOSX wB97M-V def2-TZVPD def2/J DEFGRID3
* xyz 0 1
H 0.17334 0.35589 -0.38963
H -1.03559 0.84202 0.40797
H 3.69136 -1.63499 -2.15121
H 2.58707 -2.63845 -2.48282
H -3.58372 2.35328 1.68744
H -2.31433 2.79415 1.04380
H -5.93641 -0.13939 0.63304
H -4.90643 0.94290 0.93983
H 2.77635 3.50250 -1.40072
H 1.29333 3.03619 -1.17812
H -0.99887 1.47798 -1.75619
H -0.96623 0.41920 -2.82928
H -2.95899 -2.14732 -1.98551
H -1.69695 -2.92178 -2.12142
H 0.18144 1.12195 2.84894
H -1.10919 0.99145 3.61321
H -0.61605 3.67198 -2.24970
H 0.62884 3.54709 -2.95502
H 1.88373 -2.11285 0.02067
H 2.00182 -2.91473 1.33862
H -3.89610 -2.53877 0.88363
H -4.56914 -3.95910 0.52496
H 3.97139 -0.84406 0.65221
H 3.64618 0.68406 0.29394
H 2.27837 -0.75690 2.09080
H 3.71581 -1.02984 2.51779
H 1.39686 1.69503 1.28519
H 2.89320 2.11898 1.51349
H 0.98021 -2.94732 -1.51139
H -0.01463 -3.47357 -0.41185
O -0.69991 0.59504 -0.44491
O 3.48051 -2.55895 -2.11989
O -2.68854 2.63169 1.95769
O -5.78062 0.78491 0.46706
O 1.97041 3.24476 -1.86198
O -0.43302 0.84289 -2.22919
O -2.42207 -2.71931 -1.46442
O -0.20516 1.41517 3.66993
O -0.03571 4.17324 -2.88979
O 1.68724 -2.04478 1.03175
O -4.36665 -3.03862 0.22629
O 4.07614 0.12996 0.93438
O 2.87526 -0.93925 2.82531
O 2.17143 1.52719 1.73160
O 0.87401 -3.53947 -0.70650
*
```

Mulliken atomic charge list, values in e, 5 entries: number 1, H, carries 0.260; number 2, H, carries 0.149; number 3, H, carries 0.323; number 4, H, carries 0.314; number 5, H, carries 0.287

Version c
ORCA calculation (the ωB97M-V functional and the def2-TZVPD basis) on a cluster of 15 separate species, H30O15 in total.

## Properties
LUMO: -0.629 eV
Gap between HOMO and LUMO: 8.639 eV
HOMO: -9.27 eV

```
! RIJCOSX wB97M-V def2-TZVPD def2/J DEFGRID3
* xyz 0 1
H 0.18305 -0.86528 0.17980
H 0.11815 0.33378 -0.73372
H 2.35875 0.85945 -4.28039
H 1.08397 0.41577 -3.84785
H 1.42841 5.65075 -1.03110
H 2.08794 4.19388 -0.99548
H -1.66581 -4.04686 0.09268
H -1.63337 -3.48886 -1.32304
H -3.35385 2.92909 -3.62086
H -2.99826 1.80958 -2.86732
H 0.20001 -1.06372 2.91081
H -1.18051 -1.71676 3.09053
H 1.07308 3.51010 1.36629
H 0.23875 3.02934 2.67215
H -4.28062 -1.73459 -0.43176
H -4.46749 -0.50739 -1.21707
H -4.55739 0.88578 0.67041
H -4.20758 2.43697 0.43817
H 1.27938 -2.58476 -1.92078
H 0.16710 -2.38970 -0.72759
H 3.13916 -1.47725 1.17386
H 2.18848 -2.58963 0.73403
H 5.17022 -1.17108 -2.46237
H 3.87045 -1.74495 -2.14398
H -1.28315 -2.48411 0.97996
H -2.34375 -1.52969 0.62600
H 1.31303 1.78697 4.44141
H 1.06369 0.21129 4.17333
H 1.14971 0.55739 1.63406
H 2.25029 0.55500 0.51510
O 0.66906 -0.09664 -0.13447
O 1.83690 0.75750 -3.46249
O 1.94973 5.07762 -0.50159
O -1.57531 -4.28534 -0.77729
O -3.18917 2.67085 -2.70790
O -0.52979 -1.05143 3.44609
O 0.27649 3.52466 1.83343
O -4.04774 -0.78197 -0.44032
O -3.97413 1.52594 0.33640
O 1.07466 -2.77037 -1.00258
O 2.83110 -1.97131 0.37081
O 4.67383 -1.39695 -1.71534
O -2.07211 -2.20963 1.25488
O 1.60397 0.95124 3.89297
O 2.08064 0.28533 1.51216
*
```

Mulliken atomic charge list, values in e, 5 entries: number 1, H, carries 0.188; number 2, H, carries 0.194; number 3, H, carries 0.289; number 4, H, carries 0.279; number 5, H, carries 0.307

Of them, version a has the lowest stability.

Version a
ORCA calculation (the ωB97M-V functional and the def2-TZVPD basis) on a structure of composition H30O15.

## Properties
LUMO: -0.707 eV
Gap between HOMO and LUMO: 8.884 eV
HOMO: -9.59 eV

```
! RIJCOSX wB97M-V def2-TZVPD def2/J DEFGRID3
* xyz 0 1
O 4.39800 53.65900 3.00000
H 3.81400 53.12200 2.83000
H 5.23300 53.22600 2.99100
O 0.65500 53.79000 3.91500
H 0.27800 54.61200 3.24500
H 1.55000 53.95200 4.13900
O 1.09800 52.21600 -1.66100
H 2.02900 52.26100 -1.80900
H 0.74200 52.17000 -2.53200
O 2.42900 51.54400 3.77400
H 1.78000 51.15900 4.20600
H 3.12600 51.61200 4.42000
O -0.54600 52.00700 4.26100
H -0.03100 52.78700 4.10400
H -1.02700 52.20500 5.06900
O 1.23500 55.18200 0.55900
H 0.79200 55.26500 -0.25400
H 0.48600 55.21900 1.05200
O -1.03800 52.32300 0.35600
H -0.22300 51.92900 0.84200
H -1.45900 51.68500 -0.19900
O 3.14300 49.92500 -0.07600
H 3.31100 50.02100 0.85100
H 2.10500 49.75700 0.07800
O 3.55400 53.52700 0.27400
H 4.04200 53.58700 1.09100
H 2.74200 54.06400 0.35900
O -2.61100 53.12800 2.37100
H -1.89700 52.71100 1.77600
H -1.91000 53.17500 2.94300
O 0.54500 54.30700 -1.63100
H 0.48800 53.26500 -1.61700
H -0.35700 54.30100 -1.79900
O 0.94700 51.98500 1.32700
H 1.24500 52.65800 0.73100
H 1.35700 52.19900 2.11900
O 3.97500 52.12700 -1.27500
H 3.91600 52.73300 -0.59800
H 3.67200 51.25200 -0.92900
O 0.12600 49.89100 -0.37800
H 0.25000 50.92900 -0.59600
H 0.01300 49.73200 -1.26500
O 3.82900 49.77100 1.92100
H 3.15600 50.35600 2.47700
H 4.70100 49.92500 2.15200
*
```

Mulliken atomic charge list, values in e, 5 entries: number 1, O, carries -0.588; number 2, H, carries 0.223; number 3, H, carries 0.324; number 4, O, carries -0.609; number 5, H, carries 0.342

Version b
ORCA calculation (the ωB97M-V functional and the def2-TZVPD basis) on a cluster of 15 separate species, H30O15 in total.

## Properties
LUMO: -0.963 eV
Gap between HOMO and LUMO: 8.553 eV
HOMO: -9.52 eV

```
! RIJCOSX wB97M-V def2-TZVPD def2/J DEFGRID3
* xyz 0 1
O -1.66516 -2.84267 2.49109
H -1.44216 -2.51267 1.62609
H -1.42416 -3.76467 2.39309
O -0.92416 0.12633 2.37709
H -1.77616 0.32133 1.95009
H -0.60316 0.98033 2.70409
O 2.28184 -2.34267 -0.45191
H 3.03884 -2.76767 -0.81491
H 1.92284 -1.64667 -0.98891
O 2.30984 0.84833 1.54009
H 1.90584 1.63933 1.09809
H 1.71384 0.16933 1.31809
O -1.66716 -2.46967 -2.81491
H -2.26016 -3.22467 -3.05491
H -2.22316 -1.76767 -2.43991
O -0.24316 0.33833 -0.17891
H -0.61216 -0.51067 -0.36891
H -0.50616 0.52333 0.73409
O 0.76984 -1.54567 -2.86391
H 0.92384 -0.74667 -3.33991
H -0.19116 -1.76967 -2.77491
O -1.41916 3.50133 0.97909
H -2.10616 2.83433 0.89509
H -1.29416 3.88033 0.09909
O 0.20684 2.56833 2.80809
H -0.30216 3.13433 2.19909
H 0.08484 2.98433 3.67209
O 0.91984 1.65733 -2.64691
H 0.55784 1.55033 -1.77691
H 0.98584 2.61033 -2.73091
O -0.52916 -2.49667 0.08909
H 0.11184 -2.67267 -0.57391
H -1.04716 -3.26367 0.02609
O 1.10684 -1.72267 2.20309
H 0.69184 -2.10367 1.45009
H 0.36984 -1.30567 2.57309
O 2.90184 0.59033 -1.25191
H 2.33484 1.09233 -1.83191
H 2.68684 0.90533 -0.34991
O -2.95916 -0.27367 -1.85991
H -2.97016 -0.58867 -0.96291
H -2.61016 0.61433 -1.84891
O 1.12684 2.85333 0.04809
H 1.53184 3.67533 0.19209
H 0.29084 2.94033 0.46009
*
```

Mulliken atomic charge list, values in e, 5 entries: number 1, O, carries -0.628; number 2, H, carries 0.344; number 3, H, carries 0.312; number 4, O, carries -0.607; number 5, H, carries 0.281

Version c
ORCA calculation (the ωB97M-V functional and the def2-TZVPD basis) on a cluster of 15 separate species, H30O15 in total.

## Properties
LUMO: -0.487 eV
Gap between HOMO and LUMO: 9.454 eV
HOMO: -9.94 eV

```
! RIJCOSX wB97M-V def2-TZVPD def2/J DEFGRID3
* xyz 0 1
H -0.65454 -0.61927 0.09303
H -0.23324 0.85981 -0.24429
H 1.43719 -1.90836 0.47170
H 1.59128 -2.27570 1.88378
H 0.34963 3.97123 -0.75152
H -0.87486 3.73822 -1.66120
H -1.61248 0.59279 -1.11843
H -0.90434 -0.43388 -2.01693
H -3.64995 -1.48108 -1.84330
H -3.04603 -1.56439 -0.58292
H 2.30995 1.46440 1.85941
H 1.55574 2.72324 1.30381
H -1.67354 1.58255 -3.46408
H -1.38227 2.07231 -2.05859
H -0.25908 -2.85112 1.25777
H -0.94587 -4.17349 1.00141
H -0.20631 2.48798 0.64170
H -0.71369 1.88673 1.88131
H 3.29932 0.28154 2.91472
H 4.27933 0.37909 1.81319
H -2.98421 -0.93374 1.43062
H -4.31788 -1.28364 0.75400
H 0.44098 -0.56335 -3.47082
H -0.38729 -0.27100 -4.83073
H 0.03085 0.79982 3.64793
H 1.20201 0.70144 4.62800
H 0.54548 -3.28370 -0.92146
H 0.07876 -4.70615 -1.22479
H 2.37040 -0.43784 -0.07984
H 2.44322 1.08596 -0.23728
O 0.00438 0.07885 0.16956
O 1.58515 -1.45640 1.27049
O 0.00640 3.39132 -1.43616
O -0.95511 0.42482 -1.79601
O -3.87384 -1.52803 -0.91206
O 2.36028 2.11082 1.19813
O -1.31671 2.31479 -2.99450
O -0.19463 -3.81579 1.37745
O -0.91772 2.05775 0.95472
O 4.16942 0.68991 2.77949
O -3.78127 -0.50903 1.08009
O -0.43158 -0.66564 -3.95853
O 1.00689 0.67574 3.68635
O -0.30167 -3.83263 -1.13695
O 2.87893 0.33348 -0.41659
*
```

Mulliken atomic charge list, values in e, 5 entries: number 1, H, carries -0.027; number 2, H, carries 0.555; number 3, H, carries 0.176; number 4, H, carries 0.360; number 5, H, carries 0.263

Version d
ORCA calculation (the ωB97M-V functional and the def2-TZVPD basis) on a cluster of 15 separate species, H30O15 in total.

## Properties
LUMO: -0.489 eV
Gap between HOMO and LUMO: 9.810 eV
HOMO: -10.30 eV

```
! RIJCOSX wB97M-V def2-TZVPD def2/J DEFGRID3
* xyz 0 1
O 21.05214 -3.32639 -22.81715
H 21.72781 -3.03449 -23.41776
H 21.17918 -4.21164 -22.46729
O 18.21791 -4.05792 -21.61645
H 17.31093 -3.85652 -21.90164
H 18.57930 -4.60253 -22.32310
O 20.24818 -3.35094 -19.84089
H 19.80227 -4.02829 -19.30649
H 19.72943 -3.53660 -20.61330
O 18.91692 -3.74565 -24.64432
H 19.32318 -3.57604 -23.78148
H 19.52923 -3.37721 -25.28513
O 19.09714 -1.16654 -22.32583
H 18.81977 -1.31394 -21.45344
H 19.72816 -1.87023 -22.52882
O 17.00639 -5.78608 -24.71549
H 17.25130 -4.87585 -24.65645
H 16.91959 -5.99697 -23.76079
O 15.75301 -2.45288 -20.29461
H 15.45487 -2.86744 -19.47657
H 14.96855 -2.37110 -20.81767
O 17.65081 -4.10649 -18.83966
H 16.91758 -4.69386 -18.70878
H 17.36931 -3.71707 -19.65449
O 15.25467 -4.30780 -22.40365
H 15.10066 -3.99494 -23.28585
H 14.86235 -5.19018 -22.36370
O 21.16803 -5.40582 -24.99652
H 20.49276 -5.58608 -24.39067
H 21.26132 -6.22143 -25.52016
O 18.17379 -1.29711 -19.76339
H 18.26745 -1.97093 -19.10778
H 17.29642 -1.53459 -20.10950
O 15.61138 -5.42974 -19.88852
H 15.57610 -4.93846 -20.73027
H 14.66195 -5.66088 -19.82393
O 16.74441 -1.72104 -23.46681
H 17.64425 -1.59162 -23.12129
H 16.17106 -1.61569 -22.71538
O 16.78494 -6.88153 -22.04287
H 17.25391 -7.64933 -22.33911
H 16.99421 -6.70884 -21.16942
O 19.46823 -5.97926 -22.88368
H 18.98671 -6.64000 -23.37409
H 19.43717 -6.24683 -21.95923
*
```

Mulliken atomic charge list, values in e, 5 entries: number 1, O, carries -0.528; number 2, H, carries 0.250; number 3, H, carries 0.234; number 4, O, carries 0.873; number 5, H, carries 0.181

Of them, version a has the lowest stability.